Below is C5H8O in the gas phase, with properties calculated with ωB97M-V with the def2-TZVPD basis set.

Its gap between HOMO and LUMO is 10.704 eV. The SMILES is O=CC1CCC1. The value obtained for the HOMO energy is -0.358 Ha.

Element x y z (Å)
O 2.670 -0.441 -0.665
C 1.936 0.360 -0.136
C 0.576 0.022 0.414
C -0.233 -1.136 -0.213
C -1.465 -0.199 -0.318
C -0.641 0.974 0.272
H 2.272 1.408 0.041
H 0.750 -0.127 1.485
H 0.147 -1.500 -1.173
H -0.347 -1.997 0.451
H -1.821 -0.035 -1.340
H -2.318 -0.496 0.301
H -0.525 1.857 -0.366
H -1.001 1.311 1.247